1.
{
  "formula": "C21H34AsAuO2P2S2",
  "method": "ωB97M-V/def2-TZVPD",
  "homo_ev": [-10.0, -11.3],
  "max_force_ha_per_bohr": 0.0044,
  "e_lumo_ha": [-0.0768, -0.1682],
  "spin_multiplicity": 2,
  "s2": 0.755,
  "e_above_lowest_kcal_mol": 2.82,
  "total_charge": 1,
  "elements": ["Au", "C", "C", "O", "P", "S", "S", "O", "C", "C", "H", "H", "H", "H", "H", "H", "H", "H", "H", "H", "C", "As", "C", "C", "C", "C", "C", "C", "C", "C", "H", "H", "H", "H", "H", "H", "H", "H", "H", "H", "H", "H", "H", "C", "P", "C", "C", "C", "C", "C", "C", "C", "H", "H", "H", "H", "H", "H", "H", "H", "H", "H", "H"],
  "coordinates": [[-0.427212, -1.199545, -0.209969], [2.335363, -6.654726, -2.088679], [1.722919, -5.448207, -1.425576], [1.823602, -4.332835, -2.353183], [1.241507, -2.911952, -1.993481], [-0.778753, -3.000803, -1.826882], [2.046850, -2.096358, -0.366180], [1.646365, -2.058943, -3.261660], [1.299002, -2.541561, -4.591331], [1.461307, -1.395527, -5.556387], [2.276673, -7.506876, -1.411530], [3.382553, -6.474820, -2.327630], [1.802705, -6.905225, -3.005199], [2.250255, -5.173156, -0.511322], [0.668250, -5.603106, -1.193889], [0.269044, -2.904642, -4.570764], [1.961408, -3.371728, -4.832312], [0.789516, -0.575171, -5.301094], [1.217500, -1.729525, -6.565159], [2.485236, -1.025058, -5.553617], [0.880759, -1.132696, 3.261312], [-0.068270, -0.085656, 1.946196], [-1.582831, 0.586954, 2.934596], [1.078838, 1.466287, 1.637845], [1.354659, 2.247507, 2.887568], [2.472214, 1.970886, 3.669592], [2.700483, 2.673180, 4.844177], [1.813449, 3.659572, 5.249956], [0.699509, 3.946324, 4.472918], [0.471977, 3.244354, 3.299288], [1.098402, -0.504378, 4.124301], [1.805249, -1.510601, 2.828817], [0.258271, -1.973682, 3.560310], [-1.230108, 1.024942, 3.867164], [-2.253719, -0.244242, 3.144323], [-2.108135, 1.337231, 2.348094], [0.558437, 2.077686, 0.896540], [1.988813, 1.071898, 1.183842], [3.175944, 1.210096, 3.350737], [3.576930, 2.453982, 5.439569], [1.994182, 4.209157, 6.163831], [0.010270, 4.722433, 4.779125], [-0.395124, 3.475206, 2.688822], [-2.617909, -0.041275, -2.801149], [-1.491399, 0.513441, -1.499209], [-0.149037, 1.366552, -2.365106], [-2.398230, 1.758882, -0.556538], [-3.622262, 1.405817, 0.013393], [-4.325003, 2.320009, 0.779303], [-3.805204, 3.589748, 1.000252], [-2.585547, 3.946001, 0.443331], [-1.885089, 3.035692, -0.338172], [-3.473021, -0.557338, -2.367136], [-2.089716, -0.746719, -3.441766], [-2.966896, 0.811117, -3.384833], [-0.522450, 2.177359, -2.991465], [0.369406, 0.627383, -2.979167], [0.572877, 1.752252, -1.645329], [-4.027216, 0.410811, -0.133980], [-5.277778, 2.041420, 1.209766], [-4.354833, 4.301776, 1.601130], [-2.182064, 4.937075, 0.604012], [-0.942896, 3.333310, -0.780389]],
  "forces_ev_per_a": [[0.09, 0.06, 0.02], [-0.01, 0.01, 0.01], [0.00, -0.04, 0.01], [-0.01, 0.04, 0.00], [0.09, 0.01, 0.01], [0.08, -0.09, -0.07], [-0.19, -0.08, -0.08], [0.02, -0.08, 0.01], [0.01, 0.04, -0.04], [-0.03, 0.02, 0.00], [0.00, 0.00, 0.00], [0.00, 0.00, 0.00], [0.00, 0.00, 0.00], [0.00, 0.00, -0.01], [-0.01, 0.00, 0.00], [-0.01, -0.01, 0.00], [0.00, 0.00, 0.03], [0.01, 0.01, 0.00], [0.01, -0.01, 0.01], [0.00, 0.00, 0.01], [0.02, 0.02, 0.00], [0.05, 0.04, 0.09], [0.01, -0.01, 0.00], [-0.06, 0.05, 0.04], [-0.03, 0.00, 0.00], [0.00, -0.01, 0.00], [0.01, 0.00, 0.00], [0.00, 0.00, 0.00], [0.00, 0.01, 0.00], [0.02, -0.01, -0.01], [0.01, -0.01, 0.01], [0.00, 0.00, -0.01], [-0.01, 0.00, 0.00], [0.00, 0.01, 0.00], [-0.01, 0.01, 0.00], [-0.02, 0.02, -0.02], [0.03, -0.04, 0.01], [0.01, 0.02, -0.02], [0.00, 0.00, 0.00], [0.00, 0.00, 0.00], [0.00, 0.00, 0.00], [0.00, 0.00, 0.00], [0.00, 0.00, 0.01], [-0.03, 0.00, -0.02], [-0.11, 0.02, 0.04], [0.02, -0.03, 0.02], [0.04, 0.02, -0.03], [0.00, -0.03, 0.00], [-0.03, 0.00, 0.02], [0.03, 0.01, -0.01], [-0.02, -0.03, 0.00], [0.01, -0.01, 0.03], [0.00, 0.01, 0.02], [0.01, 0.00, 0.00], [0.00, 0.00, 0.00], [0.00, 0.00, -0.01], [-0.02, 0.02, -0.01], [0.00, 0.03, -0.02], [0.00, 0.00, 0.00], [0.00, 0.00, 0.00], [0.00, 0.00, 0.00], [0.00, 0.00, 0.00], [0.00, 0.01, -0.01]]
}

=====

2.
{
  "formula": "C20H27ClNO2PTc",
  "method": "ωB97M-V/def2-TZVPD",
  "homo_ev": [-13.6, -13.6],
  "max_force_ha_per_bohr": 0.0869,
  "e_lumo_ha": [-0.2928, -0.3335],
  "spin_multiplicity": 4,
  "s2": 3.767,
  "total_charge": 2,
  "elements": ["C", "C", "C", "C", "C", "C", "C", "C", "N", "Tc", "C", "P", "H", "H", "H", "H", "H", "H", "H", "H", "C", "C", "H", "C", "C", "H", "H", "H", "H", "H", "H", "H", "H", "H", "H", "H", "H", "H", "H", "Cl", "C", "C", "C", "C", "C", "C", "C", "O", "O", "H", "H", "H", "H"],
  "coordinates": [[-2.390811, -0.180290, -3.863614], [-2.155574, -1.153981, -2.890509], [-1.404460, -0.877594, -1.740955], [-1.010206, 0.457672, -1.479029], [-1.223922, 1.414386, -2.481385], [-1.922784, 1.110805, -3.651074], [-1.084451, -2.010423, -0.819046], [-0.447590, -3.246592, -1.524111], [0.843502, -3.046484, -2.129460], [-0.213740, 1.139920, 0.397403], [-0.678754, 2.793849, -2.307914], [0.567477, 2.653927, -0.955119], [-2.554313, -2.161451, -3.022223], [-2.082184, 1.908996, -4.377288], [-2.942410, -0.429032, -4.771265], [-1.446438, 3.522131, -2.001693], [-0.192627, 3.171355, -3.219575], [-0.455546, -1.693720, 0.019295], [-2.014476, -2.379996, -0.356279], [-0.310745, -4.035644, -0.762523], [0.852922, 4.362473, -0.503761], [2.048661, 2.147785, -1.875151], [-1.126153, -3.601087, -2.317181], [0.957953, -2.474084, -3.436180], [2.029118, -3.075095, -1.316175], [1.541009, 1.427504, 0.889547], [1.792676, -2.962685, -3.966014], [0.024601, -2.621380, -3.995995], [1.184584, -1.390263, -3.393020], [2.548029, -4.045515, -1.419726], [2.734606, -2.293859, -1.642516], [1.773958, -2.935818, -0.253241], [2.118829, 2.730298, -2.801456], [2.907352, 2.348600, -1.224604], [2.016593, 1.075868, -2.109199], [0.815266, 4.999146, -1.396912], [0.088564, 4.679949, 0.214787], [1.842053, 4.421521, -0.035484], [1.612123, 0.780515, 0.432112], [0.195704, -0.549309, 8.656095], [-0.110117, -0.326277, 6.983939], [-0.080024, -1.431084, 6.117826], [-0.253598, -1.224949, 4.746609], [-0.550796, 0.054404, 4.278359], [-0.646638, 1.141980, 5.141176], [-0.376455, 0.963769, 6.497348], [-0.542787, 0.341680, 2.830322], [-0.154810, -0.498848, 1.943765], [-0.830610, 1.526218, 2.407521], [0.104627, -2.425228, 6.519483], [-0.148140, -2.048477, 4.042551], [-0.883949, 2.128120, 4.752824], [-0.365091, 1.816281, 7.168729]],
  "forces_ev_per_a": [[-0.16, 0.06, 0.23], [0.24, 0.03, 0.10], [-0.53, 0.38, -0.39], [1.12, 0.06, 0.55], [-0.71, 0.05, -0.67], [0.17, 0.00, 0.01], [0.10, -0.14, 0.51], [-0.46, -1.01, 0.14], [0.01, 1.17, 0.43], [-1.51, -3.90, 1.57], [-0.01, 0.20, 0.56], [0.00, 2.66, -2.97], [0.10, 0.25, -0.13], [0.00, -0.34, 0.05], [0.11, 0.08, 0.29], [0.14, -0.21, -0.13], [-0.13, -0.03, 0.28], [-0.01, -0.06, -0.18], [0.31, -0.12, -0.18], [-0.19, 0.27, -0.33], [0.32, 0.20, 0.38], [0.22, -0.13, 0.31], [0.29, 0.04, 0.37], [-0.16, -0.28, -1.00], [0.51, 0.03, 0.52], [0.14, 0.19, 0.43], [-0.20, 0.18, 0.15], [0.38, 0.09, 0.20], [-0.11, -0.37, 0.24], [-0.24, 0.19, -0.04], [-0.29, -0.31, 0.04], [0.02, -0.12, -0.42], [0.13, -0.10, 0.28], [0.11, -0.06, -0.34], [-0.01, 0.30, 0.00], [0.11, -0.12, 0.23], [0.18, 0.02, -0.15], [-0.19, 0.30, 0.00], [-0.11, -0.32, 0.04], [-0.01, -0.02, -0.02], [-0.14, 0.17, -0.66], [-0.03, 0.24, -0.33], [0.05, -0.20, 0.66], [0.24, 0.12, -0.96], [0.22, 0.05, 0.86], [-0.17, -0.22, -0.29], [0.03, 0.01, 0.53], [-0.29, 0.54, -0.30], [0.45, 0.14, -0.62], [0.01, 0.25, -0.11], [-0.07, 0.16, 0.21], [0.10, -0.18, 0.09], [-0.09, -0.19, -0.02]]
}

=====

Number 1: electronic energy -4821.55283 a.u.. Number 2: electronic energy -1865.18570 a.u..